# C6H8N2O

C6H8N2O in the gas phase (ωB97M-V/def2-TZVPD, the OMol25 dataset).

Geometry as ORCA input:
```
! RIJCOSX wB97M-V def2-TZVPD def2/J DEFGRID3
* xyz 0 1
C -0.69184 -2.10388 0.25003
C 0.74367 -2.04298 -0.35376
C 0.57488 0.49192 -0.04015
C 0.53979 1.18739 1.12313
C -0.25872 2.32047 0.83919
C -0.79115 2.27707 -0.38314
H -1.35981 -2.06299 -0.35299
H -1.08713 -1.21857 0.89005
H -0.80520 -3.02081 0.63358
H 2.13146 -0.78969 -1.11309
H 1.06567 0.86679 1.87333
H -0.48083 3.14235 1.57110
H -1.66916 2.82663 -1.22076
H -0.39723 0.66018 -1.82145
N 1.30907 -0.72945 -0.34866
N -0.24757 1.15975 -0.94436
O 1.42408 -2.96419 -0.60205
*
```

SMILES: CC(=O)Nc1ccc[nH]1
Energy above the lowest of the compared OMol25 structures with the same formula, charge and spin in kcal per mole: 70.1